Record 1
# C5H25NO9

8 unconnected molecules or ions with the total composition C5H25NO9 (ωB97M-V/def2-TZVPD, the Open Molecules 2025 dataset).

XYZ file:
```
40
Properties=species:S:1:pos:R:3:forces:R:3
N 1.1737 -2.0222 0.0775 0.1 1.3 -0.7
C 0.2599 -1.1858 -0.4757 0.8 -0.7 0.3
O -0.9176 -1.5641 -0.5345 -0.4 -0.1 -0.1
C 0.6855 0.1853 -0.9028 1.7 0.8 -0.7
C 0.2971 1.1988 0.1890 -0.5 0.5 -0.3
C -1.1957 1.5681 0.1233 -1.4 -0.8 0.7
C -1.4020 2.9067 -0.5715 0.2 0.5 -0.3
O -1.0491 3.9829 0.2770 0.7 0.2 0.8
H 2.1347 -1.7853 0.1790 0.4 0.5 -0.2
H 0.9386 -2.8935 0.4753 -0.7 -0.8 0.3
H 0.2688 0.4658 -1.8872 -0.3 -0.3 0.6
H 1.7877 0.2395 -1.1398 -1.1 -0.4 0.7
H 0.4765 0.7680 1.1744 0.4 0.1 -0.1
H 0.8796 2.1556 0.1009 -0.2 -1.2 0.0
H -1.6196 1.5908 1.1935 0.5 0.3 -1.5
H -1.8112 0.7698 -0.3972 0.8 0.9 0.5
H -2.4618 3.1115 -0.8244 0.6 -0.4 -0.1
H -0.7576 2.9826 -1.5053 -0.8 -0.4 0.7
H -0.3007 3.7321 0.8704 -0.6 0.1 -0.5
O 2.2754 -0.7355 -3.0568 -1.7 0.1 2.5
H 2.8361 -0.7385 -3.7725 1.8 -0.1 -2.6
H 1.4169 -1.1173 -3.3396 0.3 0.0 -0.3
O 0.0134 -1.9853 -3.7776 -1.1 2.8 -2.0
H -0.7995 -1.3961 -3.5993 1.1 -1.0 -0.1
H 0.0171 -2.6158 -3.1148 -0.1 -2.1 2.1
O 1.1079 3.0147 2.2611 -0.2 0.1 -1.6
H 1.0484 2.1545 2.6754 0.0 -1.0 0.3
H 1.1956 3.5931 2.9834 0.2 1.4 1.4
O -1.5162 -2.7093 1.8173 -0.5 -0.3 0.8
H -1.3328 -2.3611 0.9336 -0.3 0.2 -0.7
H -2.4298 -2.4681 2.0414 0.5 -0.1 -0.2
O 0.6835 -1.9048 3.1263 0.6 -1.0 2.2
H 0.6447 -2.3786 4.0158 0.2 1.0 -1.8
H -0.1368 -2.1751 2.6963 -0.8 -0.2 -0.4
O -1.9961 -0.5362 -2.7427 -1.6 0.4 -1.9
H -1.7429 -0.8856 -1.9032 0.4 -0.6 1.7
H -2.9146 -0.8446 -2.8875 0.8 0.3 0.1
O 1.3256 0.6683 3.5389 -3.9 0.2 -0.9
H 0.9662 -0.2167 3.2814 0.5 0.3 0.4
H 2.1968 0.5838 3.7611 3.5 -0.6 0.8
```
Positions in Å, forces in eV/Å.

Values from the calculation:
Energy above the lowest of the compared OMol25 structures with the same formula, charge and spin   25.0 kJ/mol
Lowest unoccupied orbital energy   0.286 eV
Energy   -25509.437 eV
Orbital gap   0.3568 Eh
2S+1   1
Highest occupied orbital energy   -9.422 eV
SMILES string   NC(=O)CCCCO.O.O.O.O.O.O.O

Partial atomic charges computed with the natural (NBO) method, in multiples of e: number 1, N, carries -0.78; number 2, C, carries 0.72; number 3, O, carries -0.74; number 4, C, carries -0.53; number 5, C, carries -0.41; number 6, C, carries -0.44; number 7, C, carries -0.06; number 8, O, carries -0.75; number 9, H, carries 0.41; number 10, H, carries 0.40; number 11, H, carries 0.25; number 12, H, carries 0.27; number 13, H, carries 0.21; number 14, H, carries 0.24; number 15, H, carries 0.21; number 16, H, carries 0.22; number 17, H, carries 0.18; number 18, H, carries 0.15; number 19, H, carries 0.49; number 20, O, carries -1.00; number 21, H, carries 0.46; number 22, H, carries 0.50; number 23, O, carries -0.98; number 24, H, carries 0.51; number 25, H, carries 0.47; number 26, O, carries -0.98; number 27, H, carries 0.50; number 28, H, carries 0.47; number 29, O, carries -0.99; number 30, H, carries 0.50; number 31, H, carries 0.49; number 32, O, carries -0.99; number 33, H, carries 0.48; number 34, H, carries 0.51; number 35, O, carries -0.96; number 36, H, carries 0.50; number 37, H, carries 0.48; number 38, O, carries -0.99; number 39, H, carries 0.51; number 40, H, carries 0.47



Record 2
# C5H27O9

9 unconnected molecules or ions with the total composition C5H27O9 (ωB97M-V/def2-TZVPD, the Open Molecules 2025 dataset).

XYZ file:
```
41
Properties=species:S:1:pos:R:3:forces:R:3
C -0.2619 0.9791 -1.5038 -0.2 -0.5 2.4
O -0.5784 -0.3750 -1.1285 -0.8 -0.8 -0.3
C -0.3739 1.9837 -0.3259 1.3 -1.5 0.3
C 0.6604 3.0957 -0.3721 -1.7 2.7 -1.0
C 0.2213 4.2083 0.6109 -1.2 -1.4 -0.2
C 0.5828 3.7791 -1.7515 0.8 -0.7 -0.4
H 0.7948 0.9188 -1.7636 -0.3 0.5 -1.0
H -1.0700 1.2233 -2.1770 0.7 0.1 -1.1
H -0.1266 1.3794 0.5530 -0.3 0.1 0.2
H -1.3938 2.3444 -0.2115 0.0 0.2 -0.1
H 1.6901 2.8824 -0.1359 0.2 -0.9 0.0
H 0.8154 5.1098 0.4914 0.2 -0.1 0.7
H -0.8242 4.4644 0.3909 0.2 0.3 -0.4
H 0.0671 3.7033 1.5682 0.9 0.8 0.6
H 0.7237 3.0782 -2.5671 0.1 -0.3 -0.2
H 1.3919 4.4931 -1.8890 -0.1 0.4 0.2
H -0.3828 4.2398 -1.9346 -0.1 0.3 0.2
H -1.1239 -2.3767 0.6790 -0.3 -0.5 -0.3
H -1.2740 -3.0224 -0.6855 -0.1 -0.2 0.1
O -1.3454 -3.2244 0.2587 0.2 0.3 -0.1
H 1.3799 -2.1593 1.8267 0.1 -0.3 -0.1
H 0.3698 -3.3055 1.9095 0.5 -0.2 -0.1
O 1.3223 -3.1111 1.9793 -0.6 0.1 0.1
H 0.4197 -3.4619 -2.8974 0.1 -0.1 0.0
H 1.0792 -2.1727 -2.4417 0.1 -0.3 -0.1
O 0.7983 -2.6464 -3.2312 -0.5 0.3 -0.7
H 0.7584 -0.2733 1.7622 0.7 -0.4 0.3
H 2.2794 -0.6086 2.2999 -0.3 -0.1 0.3
O 1.6897 -0.0027 1.8458 0.9 0.4 -0.9
H -4.3767 -1.1529 -0.6192 0.1 0.0 -0.1
H -4.0451 -0.2399 -1.8210 0.1 -0.2 0.1
O -4.7319 -0.4627 -1.1852 -0.2 0.2 0.0
H -0.4379 -0.6750 -0.2239 0.4 1.0 -0.1
H -1.1403 -1.0830 2.4222 0.0 0.2 -0.2
O -0.6283 -0.9502 1.5938 -0.8 -0.1 0.7
H 1.4144 2.0395 3.4461 0.1 -0.4 -0.5
H 0.3219 1.1456 2.7451 0.7 0.4 0.1
O 0.4954 1.7688 3.4492 -1.1 0.6 0.9
H 1.6660 -3.4984 -0.4043 0.2 -0.2 0.0
H 1.8747 -2.0368 -0.4791 0.4 0.1 -0.1
O 2.1276 -2.8453 -0.9474 -0.3 0.3 0.8
```
Positions in Å, forces in eV/Å.

Values from the calculation:
Lowest unoccupied orbital energy (spin up / spin down)   -0.468 / -5.477 eV
Energy   -24046.180 eV
Orbital gap (spin up / spin down)   0.3735 / 0.1884 Eh
2S+1   2
Highest occupied orbital energy (spin up / spin down)   -10.631 / -10.605 eV

Partial atomic charges computed with the natural (NBO) method, in multiples of e: number 1, C, carries -0.07; number 2, O, carries -0.74; number 3, C, carries -0.40; number 4, C, carries -0.23; number 5, C, carries -0.61; number 6, C, carries -0.61; number 7, H, carries 0.19; number 8, H, carries 0.20; number 9, H, carries 0.18; number 10, H, carries 0.21; number 11, H, carries 0.21; number 12, H, carries 0.22; number 13, H, carries 0.19; number 14, H, carries 0.23; number 15, H, carries 0.20; number 16, H, carries 0.21; number 17, H, carries 0.20; number 18, H, carries 0.46; number 19, H, carries 0.48; number 20, O, carries -0.96; number 21, H, carries 0.45; number 22, H, carries 0.48; number 23, O, carries -0.93; number 24, H, carries 0.46; number 25, H, carries 0.48; number 26, O, carries -0.95; number 27, H, carries 0.46; number 28, H, carries 0.49; number 29, O, carries -0.96; number 30, H, carries 0.47; number 31, H, carries 0.47; number 32, O, carries -0.94; number 33, H, carries 0.47; number 34, H, carries 0.48; number 35, O, carries -0.51; number 36, H, carries 0.48; number 37, H, carries 0.46; number 38, O, carries -0.95; number 39, H, carries 0.48; number 40, H, carries 0.46; number 41, O, carries -0.93



Record 3
# C5H28N2O9

9 unconnected molecules or ions with the total composition C5H28N2O9 (ωB97M-V/def2-TZVPD, the Open Molecules 2025 dataset).

XYZ file:
```
44
Properties=species:S:1:pos:R:3:forces:R:3
C 1.8707 -2.6780 1.4075 -1.5 -1.4 1.9
C 2.6692 -1.5006 1.0890 0.6 1.3 -1.0
O 3.8091 -1.6186 0.6355 -0.3 0.3 0.3
N 2.0488 -0.2901 1.2691 0.4 0.6 -0.2
C 2.8064 0.9709 1.1720 1.4 -2.1 0.7
C 0.6290 -0.1410 1.5593 0.0 -0.6 1.8
C -0.2777 -0.1896 0.3273 -1.2 -1.9 -0.3
N -1.1011 1.0252 0.2981 1.2 0.0 0.3
H 0.8781 -2.6897 0.9624 0.1 -0.1 -0.5
H 2.3889 -3.6307 1.2933 0.1 0.4 -0.4
H 1.5856 -2.6201 2.4805 0.3 -0.1 -0.3
H 3.8613 0.6543 1.1033 -0.3 0.3 -1.1
H 2.8842 1.3428 2.1830 -1.0 1.2 0.1
H 2.4420 1.5946 0.3574 0.2 0.3 0.4
H 0.4438 -0.8039 2.4751 -0.5 0.3 -1.7
H 0.3722 0.8296 2.0114 0.9 0.0 -0.3
H 0.2649 -0.2412 -0.6332 0.5 0.0 0.6
H -0.9076 -1.1449 0.2600 0.5 1.5 0.6
H -0.4462 1.6608 -0.2053 -1.6 -0.1 0.3
H -1.9364 0.8273 -0.2231 -0.3 0.5 -0.5
O 0.1797 1.9248 -1.9741 -0.1 0.3 -0.4
H -0.6434 1.5501 -2.3435 0.6 0.3 0.1
H 0.5625 2.4021 -2.7199 0.0 -0.1 0.1
O 1.0092 2.9663 3.4689 0.5 -0.3 0.4
H 0.2187 2.7920 3.9932 0.0 0.1 -0.2
H 0.8044 3.7860 3.0163 -0.1 0.0 0.0
O -0.9360 0.1376 -3.6472 -0.1 -0.6 -0.4
H -0.5562 -0.6251 -3.1781 0.0 0.1 -0.1
H -0.9180 -0.0897 -4.5918 -0.1 0.1 0.5
O 1.2628 -2.0353 -1.8945 0.9 0.3 0.1
H 2.0054 -2.2649 -2.4698 -0.3 -0.3 -0.3
H 1.7770 -1.5654 -1.2146 -0.5 0.1 0.1
O -3.3102 1.2866 -2.2148 0.0 -0.6 0.0
H -2.6482 0.7106 -2.6245 0.2 0.3 -0.3
H -3.9013 0.6145 -1.8513 -0.1 0.3 0.3
O -3.7966 -1.4539 -0.2963 -0.3 0.2 0.0
H -4.5128 -1.5106 -0.9418 0.3 -0.2 0.1
H -3.0354 -1.9482 -0.6345 0.0 0.2 -0.1
O -1.4167 3.7393 2.3495 -0.3 0.2 0.3
H -1.5280 2.9663 1.7814 0.2 -0.1 -0.2
H -0.9368 4.4045 1.8501 -0.2 -0.1 -0.3
O -1.4474 -2.7544 -1.3006 -0.1 0.9 -0.1
H -1.9995 -3.5344 -1.3785 0.9 -0.6 0.2
H -0.5183 -2.8559 -1.0061 -0.8 -0.7 -0.5
```
Positions in Å, forces in eV/Å.

Values from the calculation:
Energy above the lowest of the compared OMol25 structures with the same formula, charge and spin   324.6 kJ/mol
Lowest unoccupied orbital energy   -0.022 eV
Energy   -27046.682 eV
Orbital gap   0.3285 Eh
2S+1   1
Highest occupied orbital energy   -8.960 eV
SMILES string   CC(=O)N(C)CCN.O.O.O.O.O.O.O.O

Partial atomic charges computed with the natural (NBO) method, in multiples of e: number 1, C, carries -0.72; number 2, C, carries 0.65; number 3, O, carries -0.65; number 4, N, carries -0.44; number 5, C, carries -0.44; number 6, C, carries -0.27; number 7, C, carries -0.26; number 8, N, carries -0.89; number 9, H, carries 0.22; number 10, H, carries 0.25; number 11, H, carries 0.23; number 12, H, carries 0.24; number 13, H, carries 0.22; number 14, H, carries 0.21; number 15, H, carries 0.21; number 16, H, carries 0.26; number 17, H, carries 0.18; number 18, H, carries 0.20; number 19, H, carries 0.39; number 20, H, carries 0.38; number 21, O, carries -0.97; number 22, H, carries 0.50; number 23, H, carries 0.48; number 24, O, carries -0.95; number 25, H, carries 0.48; number 26, H, carries 0.47; number 27, O, carries -0.98; number 28, H, carries 0.51; number 29, H, carries 0.49; number 30, O, carries -0.97; number 31, H, carries 0.48; number 32, H, carries 0.49; number 33, O, carries -0.95; number 34, H, carries 0.48; number 35, H, carries 0.47; number 36, O, carries -0.97; number 37, H, carries 0.46; number 38, H, carries 0.49; number 39, O, carries -0.97; number 40, H, carries 0.50; number 41, H, carries 0.46; number 42, O, carries -1.00; number 43, H, carries 0.49; number 44, H, carries 0.52



Record 4
# C5H29B2NO4

A molecular structure, C5H29B2NO4 (ωB97M-V/def2-TZVPD, the Open Molecules 2025 dataset).

XYZ file:
```
41
Properties=species:S:1:pos:R:3:forces:R:3
O -11.5888 -5.4835 4.1507 -5.7 -0.3 -1.3
H -11.9552 -6.3025 3.6706 0.3 0.7 0.1
H -11.4270 -4.7028 3.5163 -0.2 -0.7 0.2
H -10.7136 -5.6832 4.5700 -0.7 0.0 0.2
O -8.5745 -3.8999 2.1989 0.3 -0.3 0.6
H -8.3676 -4.4027 1.3979 -0.2 0.1 -0.1
H -8.7172 -4.5774 2.9779 0.4 0.3 -0.1
H -9.4572 -3.3616 2.0825 -0.3 0.0 -0.5
B -11.2877 -3.0837 2.1906 -0.3 0.1 0.5
H -12.3918 -2.8390 1.7968 -0.1 -0.1 -0.3
H -10.4659 -2.6097 1.4278 0.4 0.2 -0.1
H -11.1782 -2.6271 3.3041 0.3 0.1 0.2
H -11.0483 -4.2748 2.2517 -0.2 -0.2 -0.5
B -9.2594 -5.6859 4.4225 2.8 -0.2 -0.1
H -9.7070 -6.2051 3.4194 0.7 0.0 -0.1
H -8.1906 -5.1539 4.2164 0.1 0.2 0.1
H -10.0457 -4.8898 4.8882 2.5 0.9 0.8
H -9.0123 -6.5421 5.2203 0.3 -0.1 0.1
C -10.3499 -7.4088 7.7198 1.2 -0.1 -0.4
O -10.8383 -7.7230 6.4222 1.6 0.5 1.9
H -10.6122 -8.1864 8.4338 -0.5 0.1 -0.1
H -9.2517 -7.4266 7.6836 -0.1 0.2 0.2
H -10.6668 -6.4138 8.0375 -0.2 -0.1 0.2
H -10.2624 -7.2372 5.8012 -0.4 -0.4 0.1
C -13.8111 -10.0933 4.2513 0.4 -0.5 -0.2
C -12.7808 -9.0360 3.8819 -1.0 1.1 0.9
C -13.1651 -8.2279 2.6667 -0.1 -0.2 -1.3
O -12.0575 -7.3752 2.3778 -0.3 -0.1 -0.4
C -11.9592 -6.9808 1.0132 0.5 -0.7 0.0
N -12.5756 -8.0584 4.9701 -1.0 -0.9 -1.5
H -14.7416 -9.6650 4.6229 -0.1 0.1 -0.3
H -13.4232 -10.7155 5.0604 0.1 0.0 0.0
H -13.9835 -10.7582 3.4005 -0.3 0.0 0.1
H -11.8220 -9.4839 3.6201 0.1 -0.1 0.2
H -14.0744 -7.6101 2.6852 0.0 -0.1 0.8
H -13.3622 -8.9035 1.8209 0.4 0.0 0.0
H -12.7605 -6.3213 0.6755 0.0 0.1 0.2
H -11.9405 -7.8746 0.3760 -0.2 0.0 0.1
H -10.9741 -6.5341 0.8934 -0.2 0.4 0.1
H -13.4821 -7.7021 5.2558 -0.1 0.0 0.0
H -12.1292 -8.4831 5.7745 -0.3 0.2 -0.4
```
Positions in Å, forces in eV/Å.

Values from the calculation:
Lowest unoccupied orbital energy   0.198 eV
Energy   -16680.756 eV
Orbital gap   0.3406 Eh
2S+1   1
Highest occupied orbital energy   -9.070 eV

Partial atomic charges computed with the natural (NBO) method, in multiples of e: number 1, O, carries -0.92; number 2, H, carries 0.56; number 3, H, carries 0.57; number 4, H, carries 0.49; number 5, O, carries -0.88; number 6, H, carries 0.53; number 7, H, carries 0.57; number 8, H, carries 0.57; number 9, B, carries -0.74; number 10, H, carries 0.03; number 11, H, carries -0.03; number 12, H, carries 0.00; number 13, H, carries -0.08; number 14, B, carries -0.81; number 15, H, carries 0.02; number 16, H, carries 0.02; number 17, H, carries 0.03; number 18, H, carries 0.02; number 19, C, carries -0.25; number 20, O, carries -0.78; number 21, H, carries 0.18; number 22, H, carries 0.17; number 23, H, carries 0.17; number 24, H, carries 0.51; number 25, C, carries -0.62; number 26, C, carries -0.08; number 27, C, carries -0.07; number 28, O, carries -0.56; number 29, C, carries -0.25; number 30, N, carries -0.85; number 31, H, carries 0.21; number 32, H, carries 0.22; number 33, H, carries 0.20; number 34, H, carries 0.20; number 35, H, carries 0.18; number 36, H, carries 0.17; number 37, H, carries 0.19; number 38, H, carries 0.17; number 39, H, carries 0.20; number 40, H, carries 0.34; number 41, H, carries 0.41



2S+1 of number 4 (C5H29B2NO4)? 1